DFT (ωB97M-V/def2-TZVPD) results for a gas-phase ion, C6H11N2S (charge +1) in a non-equilibrium geometry.

Summary:
**Highest occupied orbital energy**: -13.0 eV
**Orbital gap**: 7.82 eV
**Charge**: +1
**Energy above the lowest of the compared OMol25 structures with the same formula, charge and spin**: 192.3 kJ/mol
**Structure (SMILES)**: CN1C=[NH+]C(=S)C1(C)C
**Energy**: -742.6362 Eh

Structure (XYZ):
```
20
C6H11N2S, DFT ωB97M-V/def2-TZVPD
C 0.541 -1.954 -0.300
C 2.106 -0.369 -0.039
C 0.637 0.292 -0.058
C 0.378 1.109 -1.308
C 0.564 1.202 1.211
C -1.591 -0.887 0.095
N -0.175 -0.872 0.027
N 1.842 -1.697 -0.122
S 3.620 0.284 0.146
H -0.015 -2.922 -0.225
H -0.644 1.500 -1.049
H 0.482 0.658 -2.256
H 1.174 1.929 -1.342
H -0.417 1.328 1.493
H 1.064 2.100 0.928
H 1.250 0.664 1.972
H -1.923 0.105 -0.071
H -1.878 -1.504 -0.712
H -2.000 -1.316 0.985
H 2.557 -2.427 0.004
```

Results of the natural (NBO) charge analysis, in e, for atoms 1 through 8:
1. C 0.376
2. C 0.078
3. C 0.057
4. C -0.619
5. C -0.592
6. C -0.416
7. N -0.287
8. N -0.570